# 1
CH3NOS | wB97M-V/def2-TZVPD

```
7
Properties=species:S:1:pos:R:3:forces:R:3
C 0.935 0.156 -0.191 3.97 -1.57 3.13
H -1.403 -1.891 0.475 -0.40 3.74 -1.28
H -0.464 1.584 -0.109 -0.10 -3.46 0.45
H 1.626 1.046 0.241 -1.30 -1.24 -1.75
N -0.344 0.473 -0.073 -0.75 4.86 -0.42
O 1.423 -0.981 -0.171 -1.16 1.70 -0.94
S -1.772 -0.387 -0.172 -0.26 -4.02 0.81
```
Positions in Å, forces in eV/Å.

The HOMO-LUMO gap is 9.2 eV. Its LUMO energy is 0.0857 eV. Its energy above the lowest of the compared OMol25 structures with the same formula, charge and spin is 60.80 kcal/mol. The energy is -15456.173 eV. For the HOMO energy, the calculation gives -9.07 eV. Its SMILES is O=CNS. As for the total charge: 0.

natural (NBO) atomic charge list, values in e, 6 entries: number 1, C, carries 0.500; number 2, H, carries 0.183; number 3, H, carries 0.423; number 4, H, carries 0.114; number 5, N, carries -0.789; number 6, O, carries -0.600

***

# 2
C50H98BBr2N5O28 | wB97M-V/def2-TZVPD

```
184
Properties=species:S:1:pos:R:3:forces:R:3
C 1.644 -4.411 -0.520 -0.20 0.21 -0.25
C 1.460 -3.216 0.469 0.81 -2.16 0.42
C 0.018 -2.751 0.797 1.62 1.76 -1.38
N -0.066 -1.206 1.165 1.36 -0.04 2.46
C 0.433 -0.247 0.067 -0.41 -1.00 0.44
C -1.492 -0.921 1.685 0.07 0.18 -1.65
C -1.533 -0.994 3.216 1.07 0.21 0.03
C -0.065 -1.438 3.633 -1.35 0.67 -1.46
C 0.790 -0.886 2.481 -1.34 -0.04 0.52
H 1.096 -5.302 -0.214 -0.34 0.15 -0.24
H 2.687 -4.730 -0.528 0.15 0.21 0.43
H 1.490 -4.158 -1.569 -0.62 0.02 0.06
H 2.311 -2.591 0.199 -0.80 1.10 0.15
H 1.783 -3.723 1.379 0.29 0.47 0.42
H -0.322 -3.375 1.624 -0.43 0.56 -0.07
H -0.613 -2.830 -0.088 -0.22 -0.10 0.18
H -0.104 -0.504 -0.846 0.49 -0.07 -0.15
H 1.519 -0.339 0.054 -0.20 -0.37 -0.54
H 0.252 0.807 0.276 -0.47 -0.25 0.58
H -1.689 0.063 1.259 -0.17 0.22 0.59
H -2.158 -1.554 1.099 -0.01 -0.37 0.41
H -1.790 0.009 3.557 0.33 0.02 0.22
H -2.260 -1.643 3.705 -0.06 -0.22 -0.64
H 0.180 -0.905 4.551 0.29 -0.82 0.17
H -0.108 -2.527 3.618 0.57 0.09 0.79
H 0.762 0.182 2.696 -0.15 0.31 -0.93
H 1.854 -1.123 2.487 -0.26 -0.70 -0.67
O -2.767 -1.850 -6.054 -0.02 0.08 -1.82
C -2.725 -1.606 -7.249 0.39 0.33 1.34
O -3.609 -0.871 -7.917 0.54 -0.58 -0.29
B -3.136 -0.682 -9.313 0.28 -1.59 0.48
O -1.858 -1.498 -9.428 -0.02 0.03 0.77
C -1.511 -1.925 -8.222 0.95 -0.22 1.63
O -0.446 -2.370 -7.790 -2.23 0.76 -1.66
O -2.896 0.696 -9.613 -0.27 0.73 -0.10
C -3.762 1.012 -10.548 -1.17 4.85 -3.85
O -3.975 2.120 -11.114 1.28 -3.30 2.72
C -4.477 -0.228 -11.074 -1.57 2.67 -3.01
O -4.146 -1.154 -10.299 0.95 -3.40 2.24
O -5.185 -0.241 -12.072 0.92 -0.38 1.65
C -9.382 -3.769 -7.953 2.22 -0.20 -0.49
O -8.782 -4.838 -7.242 -0.13 -1.32 0.95
C -8.061 -5.894 -7.894 0.91 1.12 -0.39
C -7.988 -7.166 -7.062 -0.07 1.30 0.90
N -7.791 -6.902 -5.581 -0.42 -0.52 -1.21
C -6.534 -6.299 -5.133 0.31 -0.31 1.49
C -6.634 -6.265 -3.576 -1.53 -0.13 -0.56
O -7.759 -5.463 -3.197 0.06 -0.55 0.04
C -8.823 -6.167 -2.538 -0.02 1.72 -0.27
H -9.789 -3.064 -7.229 -0.79 -0.58 -0.11
H -9.967 -4.140 -8.795 -0.65 0.26 0.31
H -8.557 -3.193 -8.372 0.08 0.23 -0.52
H -7.011 -5.653 -8.062 0.14 1.01 -0.09
H -8.446 -6.121 -8.888 -0.41 0.02 -0.08
H -7.131 -7.730 -7.432 -0.21 -0.25 0.00
H -8.929 -7.631 -7.354 0.01 -0.86 1.19
H -8.363 -6.094 -5.376 -1.08 -0.26 -0.05
H -6.482 -5.291 -5.545 0.75 0.15 0.10
H -5.619 -6.881 -5.239 -0.05 -0.13 -1.01
H -5.753 -5.945 -3.019 0.20 0.31 -0.38
H -6.905 -7.263 -3.234 0.51 -0.40 -0.25
H -9.366 -5.284 -2.201 -0.40 -0.45 0.87
H -8.480 -6.827 -1.741 0.07 0.17 0.14
H -9.543 -6.696 -3.162 0.50 -0.30 -0.58
C 5.989 -1.627 -6.385 -0.58 1.47 0.71
O 5.800 -0.183 -6.350 -0.69 -0.78 0.74
C 5.467 0.401 -5.072 1.24 2.04 -0.22
C 4.635 1.670 -5.318 -1.01 -0.95 -0.85
N 3.233 1.205 -5.541 -0.45 1.35 0.24
C 2.305 2.177 -6.161 -0.75 1.02 0.67
C 2.068 3.484 -5.298 0.00 -1.25 0.40
O 0.745 4.089 -5.427 2.44 0.31 -1.53
C -0.109 3.808 -4.380 -0.31 -1.27 0.38
H 6.458 -1.889 -7.334 0.25 0.16 0.30
H 5.023 -2.130 -6.343 -0.10 -0.07 0.08
H 6.560 -1.862 -5.487 0.33 -0.59 -0.30
H 6.367 0.753 -4.568 0.84 0.10 -0.44
H 5.071 -0.133 -4.208 -0.93 -1.14 -0.86
H 4.977 2.275 -6.158 0.44 -0.50 -0.70
H 4.776 2.420 -4.539 -0.62 -0.49 0.81
H 3.227 0.433 -6.193 0.50 -0.28 0.08
H 1.343 1.720 -6.390 -0.06 -0.36 0.54
H 2.603 2.524 -7.150 0.59 0.08 -0.20
H 2.963 4.066 -5.518 -0.76 1.31 -0.60
H 2.262 3.319 -4.238 -0.37 -0.67 0.28
H 0.050 4.448 -3.513 -0.09 0.19 0.09
H 0.038 2.766 -4.096 0.03 -0.24 0.48
H -1.143 3.818 -4.726 0.04 0.56 -0.07
C 7.520 -1.779 6.009 -0.49 -1.54 0.12
O 8.628 -1.763 5.126 -0.18 1.23 -1.02
C 8.458 -2.691 4.036 -1.10 -0.85 0.39
C 7.260 -2.399 2.990 0.99 0.11 2.21
N 7.358 -1.049 2.510 0.43 1.28 -1.54
C 8.630 -0.764 1.785 -0.12 0.54 -0.33
C 8.901 0.769 1.490 0.03 -1.12 -0.12
O 10.121 1.253 2.061 -1.38 -0.82 1.03
C 10.250 2.621 1.859 0.74 0.78 -0.09
H 7.559 -2.719 6.559 -0.04 -0.42 0.17
H 6.561 -1.815 5.492 -0.05 0.32 -0.23
H 7.433 -1.040 6.806 0.85 0.65 -0.63
H 8.374 -3.632 4.579 -0.60 -0.64 -0.48
H 9.370 -2.826 3.453 0.22 0.70 0.38
H 6.279 -2.567 3.435 0.00 0.33 0.42
H 7.235 -3.159 2.210 0.70 0.21 -0.38
H 7.246 -0.308 3.187 -0.23 -0.50 0.63
H 8.508 -1.288 0.837 0.53 -0.13 -0.06
H 9.464 -1.155 2.369 0.32 0.13 -0.37
H 7.963 1.231 1.798 0.20 0.85 0.59
H 9.035 1.062 0.449 -0.54 -0.77 -0.55
H 11.082 2.973 2.468 0.02 -0.08 -0.01
H 9.386 3.235 2.114 -0.38 -0.27 0.23
H 10.489 2.843 0.819 0.04 0.02 -0.33
C 2.884 7.861 0.096 -0.13 1.31 0.93
O 2.894 8.180 -1.254 -0.14 -1.35 -1.56
C 3.648 9.292 -1.663 -0.50 1.01 0.43
C 2.774 10.344 -2.370 -1.35 -0.37 -0.32
N 1.475 10.629 -1.726 -0.21 0.43 0.09
C 0.457 11.240 -2.646 1.39 -0.71 0.33
C 1.023 12.404 -3.498 -1.44 -1.06 -0.41
O 1.724 13.430 -2.890 -0.46 0.20 1.12
C 0.877 14.245 -2.097 1.02 1.02 0.86
H 2.362 8.712 0.535 -0.46 -0.32 0.94
H 3.850 7.851 0.601 0.53 -0.13 -0.37
H 2.409 6.903 0.310 -0.24 0.18 -0.42
H 4.356 8.973 -2.428 0.42 -0.03 0.34
H 4.116 9.713 -0.773 0.43 0.16 -0.11
H 2.540 9.880 -3.328 0.22 0.09 -0.60
H 3.274 11.297 -2.542 0.38 -0.21 0.05
H 1.140 9.740 -1.385 -0.29 -0.06 0.05
H -0.496 11.458 -2.165 0.47 0.74 0.92
H 0.034 10.523 -3.350 0.61 -0.45 -0.75
H 0.082 12.758 -3.919 -0.05 0.60 -0.58
H 1.630 12.053 -4.332 0.09 -0.21 0.21
H 1.526 14.849 -1.464 0.36 0.34 -0.41
H 0.286 13.804 -1.295 -0.39 -1.00 -0.58
H 0.284 14.929 -2.704 -0.23 -0.18 -0.15
Br -1.620 -8.581 4.787 0.10 -0.62 0.84
C -1.141 -9.457 6.519 0.78 0.01 -0.79
C 0.339 -9.856 6.569 -0.21 1.85 0.14
Br 1.600 -8.278 6.304 -0.78 -1.04 0.07
H -1.626 -10.431 6.584 -0.60 0.30 -0.15
H -1.483 -8.773 7.296 0.25 -0.18 -0.11
H 0.549 -10.602 5.804 0.30 0.16 0.32
H 0.554 -10.125 7.603 0.16 -0.47 -0.32
C 2.981 3.428 8.984 0.74 -0.21 -0.28
C 4.401 3.682 9.522 -1.96 0.54 3.86
O 5.222 3.029 8.698 2.49 -1.19 -2.55
C 4.659 2.843 7.510 0.44 -1.73 -3.39
O 5.240 2.422 6.489 -2.37 1.68 3.68
O 3.302 3.098 7.633 0.93 0.10 -1.46
H 2.273 4.254 9.054 0.25 0.01 -0.23
H 2.534 2.519 9.385 0.00 0.17 0.43
H 4.490 3.158 10.474 -0.10 0.30 0.36
H 4.749 4.698 9.711 -0.44 0.29 -0.44
C 3.713 -4.142 13.113 0.28 -1.94 0.67
C 4.080 -5.032 11.911 0.06 0.84 1.65
O 3.629 -4.219 10.890 0.43 -0.80 -3.47
C 2.878 -3.202 11.279 -0.70 0.84 -2.04
O 2.232 -2.487 10.556 0.67 -0.66 0.66
O 2.992 -3.104 12.563 -1.09 2.04 2.29
H 4.587 -3.774 13.649 -0.35 -0.03 0.26
H 3.023 -4.784 13.661 0.29 0.62 1.03
H 3.464 -5.929 11.978 0.62 -0.32 -0.43
H 5.164 -5.146 11.914 -0.21 -0.56 -0.63
C -9.198 0.355 -0.691 0.15 -0.77 -1.42
C -8.475 0.249 -2.058 -2.16 1.64 -0.22
O -7.691 1.469 -1.953 0.38 -1.53 -4.96
C -7.288 1.620 -0.757 -0.48 2.17 1.81
O -6.478 2.420 -0.383 0.26 -0.87 0.25
O -8.160 0.974 0.006 0.45 -1.21 4.29
H -9.551 -0.632 -0.391 0.86 -0.14 0.79
H -10.080 0.976 -0.536 -0.03 0.36 -0.97
H -9.170 0.385 -2.887 0.20 0.06 -0.07
H -7.912 -0.663 -2.256 0.40 0.25 0.51
C -9.147 -0.041 8.223 -0.32 -1.20 0.21
C -8.451 -0.164 6.888 0.17 0.69 -0.25
O -8.769 -1.507 6.525 1.04 -0.20 -1.52
C -9.915 -1.928 7.036 -2.05 -1.56 1.00
O -10.542 -2.950 6.694 2.25 4.18 1.58
O -10.219 -1.020 8.095 -0.42 -0.99 -1.36
H -9.550 0.932 8.505 -0.05 -0.17 -0.27
H -8.514 -0.438 9.017 0.15 0.30 0.11
H -7.380 0.033 6.868 0.15 -0.80 0.59
H -8.753 0.552 6.124 -0.93 -0.23 -0.10
```
Positions in Å, forces in eV/Å.

The HOMO-LUMO gap is 7.1 eV. Its LUMO energy is -1.0079 eV. The energy is -258970.371 eV. For the HOMO energy, the calculation gives -8.14 eV. As for the total charge: 0.

Löwdin atomic charge list, values in e, 6 entries: number 1, C, carries -0.094; number 2, C, carries -0.224; number 3, C, carries -0.063; number 4, N, carries -0.214; number 5, C, carries 0.035; number 6, C, carries -0.097

***

# 3
C21H26N2O2 | wB97M-V/def2-TZVPD

```
51
Properties=species:S:1:pos:R:3:forces:R:3
C 0.511 4.315 -1.945 -1.12 -2.23 -2.14
C -0.139 3.671 -0.673 2.27 1.14 -3.00
H 0.406 3.860 0.224 0.42 0.21 0.76
H -1.158 3.901 -0.597 -1.43 0.92 0.30
O -0.127 2.369 -1.056 3.84 -5.73 1.89
C 1.203 1.616 -0.708 1.01 3.50 0.92
O 2.322 2.201 -0.331 -7.23 -3.25 -2.42
C 0.924 0.048 -0.989 3.20 2.86 0.31
C -0.423 -0.500 -0.606 0.55 2.55 2.37
N -0.602 -0.149 0.897 2.34 -3.68 -1.34
C 0.325 -1.167 1.720 0.08 17.07 3.52
C 1.698 -0.618 1.301 4.30 4.63 4.85
C 2.040 -0.463 -0.169 -3.94 -8.99 2.68
H 2.099 -1.784 -0.280 -0.12 3.34 -0.83
H 2.970 -0.194 -0.364 3.87 1.71 -0.77
H 2.616 -1.100 2.006 -2.39 0.85 -2.33
H 1.946 0.703 1.705 -1.42 -3.80 -0.54
H 0.357 -2.022 1.497 -0.99 -12.65 -3.19
H -0.029 -0.834 2.832 1.47 -1.46 -2.52
C -1.867 -0.497 1.340 -6.02 1.71 -3.23
C -2.302 0.238 2.517 2.73 1.39 4.34
C -1.546 1.337 2.900 -3.13 1.30 -0.37
C -1.979 1.973 4.157 4.41 2.56 -2.48
N -2.618 1.444 5.068 -5.77 -2.30 2.08
C -3.555 0.225 4.665 3.48 5.57 7.46
C -3.120 -0.322 3.631 3.58 3.39 -5.86
H -3.466 -1.133 3.349 -3.57 -8.10 -2.34
H -4.026 -0.193 5.576 -0.09 0.34 -1.18
H -1.445 3.041 4.344 -1.07 -2.42 -0.03
H -0.995 2.003 2.218 0.15 -0.97 0.30
H -2.697 -0.068 0.545 1.76 -0.40 1.08
H -2.303 -1.479 1.250 0.78 -1.34 0.54
H -0.417 -1.573 -0.703 -0.51 -0.31 -0.65
H -1.096 0.157 -1.169 -0.69 -0.94 0.09
C 1.321 -0.057 -2.478 -2.10 -0.89 0.86
C 1.192 -1.703 -2.782 1.58 6.77 -1.77
C -0.109 -2.078 -3.394 8.08 -3.48 3.30
C 0.224 -3.475 -3.587 -17.73 6.52 -3.39
C 1.163 -4.246 -3.706 11.26 -0.72 2.34
C 2.441 -3.809 -3.304 -3.79 7.98 2.11
C 2.515 -2.228 -2.769 -2.88 -7.85 -2.69
H 3.571 -2.026 -2.548 -1.11 1.17 0.30
H 3.334 -4.232 -3.367 3.49 -2.43 -0.45
H 1.207 -5.125 -4.094 -0.82 -5.58 -2.39
H -0.962 -3.944 -4.168 3.38 0.64 1.75
H -0.909 -1.381 -3.254 -0.70 -0.58 -0.52
H 2.297 0.452 -2.598 -0.29 -0.86 -0.20
H 0.545 0.657 -2.887 0.67 -1.31 -0.80
H 0.244 5.319 -1.912 0.86 2.38 -0.19
H 1.589 3.934 -2.235 -2.13 1.32 1.16
H -0.168 3.972 -2.900 1.50 0.43 2.33
```
Positions in Å, forces in eV/Å.

The HOMO-LUMO gap is 8.9 eV. Its LUMO energy is 0.1061 eV. Its energy above the lowest of the compared OMol25 structures with the same formula, charge and spin is 458.67 kcal/mol. The energy is -29256.506 eV. For the HOMO energy, the calculation gives -8.78 eV. As for the total charge: 0.

natural (NBO) atomic charge list, values in e, 6 entries: number 1, C, carries -0.626; number 2, C, carries -0.074; number 3, H, carries 0.185; number 4, H, carries 0.186; number 5, O, carries -0.566; number 6, C, carries 0.866

***

Which of these has the highest energy?
CH3NOS

***

Which value of LUMO energy does entry 3 give?
0.1061 eV

***

Which of these has the lowest energy?
C50H98BBr2N5O28